Record 1
Computed, not measured: 12 unconnected molecules or ions with the total composition H26O13, with the ωB97M-V functional and the def2-TZVPD basis.

Calculated values
Maximum force   12.527 eV/A
E_tot   -993.47973 Eh
Net charge   0
HOMO-LUMO gap   7.68 eV
HOMO   -8.232 eV
Relative energy (zero: lowest compared OMol25 entry of this formula, charge and spin)   184.2 kcal per mole
2S+1   1
LUMO energy   -0.55 eV

Geometry (Å):
H (-0.855611, -0.681847, 0.153259)
H (0.410915, 0.148637, 0.025782)
H (-4.514707, -1.833995, 1.297572)
H (-3.069797, -2.191244, 1.605225)
H (-2.530915, 2.979581, 0.923508)
H (-3.764409, 2.097302, 1.024090)
H (-1.453608, -3.377204, -1.776528)
H (-1.826413, -3.305446, -3.248231)
H (0.464138, 3.118323, -0.762185)
H (-0.463284, 4.116082, -0.088090)
H (-2.755283, -1.997537, -1.453064)
H (-4.140618, -1.534877, -1.032550)
H (-2.316323, -0.026474, 3.036038)
H (-1.062412, 0.647959, 3.567910)
H (2.117438, -2.291002, 2.136228)
H (2.585458, -2.152345, 3.575594)
H (1.139855, -2.913385, -1.064184)
H (2.246342, -3.391190, -1.990159)
H (4.105487, -1.491778, 0.526967)
H (3.797401, -0.458933, -0.544647)
H (4.671085, 1.322128, -3.088954)
H (3.537974, 1.765074, -2.177966)
H (-1.763643, 4.071092, -2.217090)
H (-2.452885, 2.717442, -2.268256)
H (3.326144, 2.257431, 1.869725)
H (4.523678, 1.337617, 1.696818)
O (-0.436334, 0.120352, 0.484430)
O (-3.635029, -1.848191, 0.903928)
O (-3.485779, 2.990512, 0.792722)
O (-1.304643, -2.856300, -2.573684)
O (0.469160, 3.895153, -0.191659)
O (-3.374054, -2.025045, -0.714582)
O (-1.459859, 0.315111, 2.755360)
O (1.840354, -1.956170, 2.996520)
O (1.453922, -3.694726, -1.533074)
O (4.498814, -1.038965, -0.227516)
O (4.375305, 2.064343, -2.549861)
O (-2.621271, 3.649740, -2.090892)
O (3.723392, 1.452786, 2.221478)

Forces on the atoms, in the same order (eV/Å):
-0.2 0.1 0.1
0.0 0.0 0.0
-0.5 0.0 1.0
0.1 -0.1 0.7
-0.1 -0.1 0.0
0.1 0.1 0.0
0.1 -0.2 -0.1
0.1 0.0 0.0
0.0 0.0 0.1
0.0 0.0 0.1
0.0 0.1 -1.6
0.2 0.0 -0.1
0.0 0.0 0.0
0.1 0.0 0.0
-0.1 0.0 0.1
-0.1 0.1 0.0
0.0 -0.1 -0.1
0.0 -0.1 0.0
0.1 0.1 0.0
0.1 0.0 0.1
0.1 0.1 0.0
0.1 0.2 -0.1
-0.1 0.1 -0.1
-0.1 0.0 0.1
0.0 0.0 0.1
0.0 0.0 0.0
0.5 0.0 -0.8
-2.5 1.4 12.2
0.0 -0.1 0.1
-0.1 0.0 0.0
-0.1 -0.1 -0.2
2.5 -1.2 -12.2
-0.4 0.0 0.6
0.2 -0.1 -0.1
0.2 0.1 0.2
-0.2 0.0 -0.1
-0.1 -0.2 0.0
0.3 0.0 -0.1
0.0 0.0 -0.2

Atom charges from the natural (NBO) analysis, given in e for atoms 1 to 8: atom 1 (H): 0.47, atom 2 (H): 0.45, atom 3 (H): 0.44, atom 4 (H): 0.46, atom 5 (H): 0.47, atom 6 (H): 0.47, atom 7 (H): 0.48, atom 8 (H): 0.48



Record 2
Computed, not measured: 13 unconnected molecules or ions with the total composition H26O13, with the ωB97M-V functional and the def2-TZVPD basis.

Calculated values
Maximum force   1.090 eV/A
E_tot   -993.65147 Eh
Net charge   0
HOMO-LUMO gap   10.07 eV
HOMO   -10.660 eV
Relative energy (zero: lowest compared OMol25 entry of this formula, charge and spin)   76.4 kcal per mole
2S+1   1
LUMO energy   -0.59 eV

Geometry (Å):
H (0.038418, -1.164789, 0.281930)
H (0.723505, 0.144965, 0.635823)
H (5.243257, 0.966309, 0.637890)
H (4.756445, -0.396932, 0.174607)
H (-2.097813, 0.642428, 5.347581)
H (-0.693866, 0.101537, 5.132158)
H (-4.890136, 1.608723, 0.294803)
H (-3.538837, 1.508867, -0.393718)
H (-2.497539, 0.449957, -2.400209)
H (-2.154195, 1.510615, -1.367175)
H (0.515788, 4.456163, 0.404716)
H (-0.212432, 5.407621, -0.530412)
H (2.605670, -1.850939, -0.690310)
H (2.243536, -2.226548, -2.117833)
H (0.249206, 1.446759, -2.200236)
H (0.707803, 2.682393, -2.957164)
H (-1.249990, 1.731479, 2.735461)
H (-0.708148, 1.012943, 1.510653)
H (1.249818, -1.447456, 2.729849)
H (0.278328, -0.518551, 3.439344)
H (0.848011, -4.945289, 0.652173)
H (1.062812, -3.444344, 0.757374)
H (-2.423743, -1.844420, -3.499905)
H (-3.211337, -2.837347, -2.660957)
H (1.416234, -1.167950, -3.349043)
H (0.544023, -2.395909, -3.145557)
O (-0.127829, -0.304436, 0.683357)
O (5.547250, 0.152113, 0.221161)
O (-1.570966, 0.119311, 4.732949)
O (-3.972401, 1.361128, 0.454330)
O (-1.932326, 1.217654, -2.258207)
O (0.488037, 4.745753, -0.514173)
O (2.971002, -1.892035, -1.581283)
O (1.018220, 2.010909, -2.339312)
O (-0.599045, 1.817609, 2.029881)
O (1.045857, -1.079787, 3.597150)
O (0.826574, -4.216909, 1.283040)
O (-3.119016, -1.893709, -2.834205)
O (0.619828, -1.467884, -2.896531)

Forces on the atoms, in the same order (eV/Å):
-0.4 0.1 -0.1
0.1 0.2 -0.1
0.1 0.0 -0.1
0.1 0.0 -0.1
0.0 -0.1 -0.1
0.0 -0.1 0.1
0.1 0.0 0.0
-0.4 0.0 0.2
0.0 -0.2 0.0
0.5 0.0 -0.1
0.0 -0.2 -0.1
0.1 -0.1 0.0
0.1 0.0 -0.2
0.1 0.2 0.4
-0.2 0.0 -0.1
0.0 0.0 0.2
0.0 0.0 0.0
-0.3 0.1 0.1
-0.1 0.0 0.2
0.0 0.0 -0.2
0.0 0.0 0.1
0.0 -0.2 0.1
0.0 0.1 0.0
-0.1 0.1 0.1
-0.1 0.5 -0.1
-0.3 0.0 -0.2
0.6 -0.8 -0.4
-0.2 0.0 0.1
0.0 0.2 0.1
0.0 0.0 -0.1
-0.2 0.1 0.1
-0.1 0.2 0.1
0.4 -0.3 0.3
0.1 -0.2 -0.1
-0.1 0.5 0.3
0.1 0.0 0.0
0.0 0.1 -0.2
0.2 -0.1 -0.1
-0.2 -0.4 -0.1

Atom charges from the natural (NBO) analysis, given in e for atoms 1 to 8: atom 1 (H): 0.48, atom 2 (H): 0.49, atom 3 (H): 0.47, atom 4 (H): 0.46, atom 5 (H): 0.47, atom 6 (H): 0.48, atom 7 (H): 0.47, atom 8 (H): 0.45



Record 3
Computed, not measured: 13 unconnected molecules or ions with the total composition H26O13, with the ωB97M-V functional and the def2-TZVPD basis.

Calculated values
Maximum force   1.053 eV/A
E_tot   -993.71946 Eh
Net charge   0
HOMO-LUMO gap   9.16 eV
HOMO   -9.784 eV
Relative energy (zero: lowest compared OMol25 entry of this formula, charge and spin)   33.7 kcal per mole
2S+1   1
LUMO energy   -0.62 eV

Geometry (Å):
O (-0.846952, 2.620506, -1.933178)
H (-1.217540, 2.024150, -2.583763)
H (-0.645950, 3.416941, -2.424628)
O (-0.068836, -3.203476, 0.705982)
H (0.037582, -3.586696, -0.164676)
H (-0.827419, -2.625674, 0.622792)
O (-2.360051, -1.944231, -0.300086)
H (-2.834023, -2.775726, -0.313727)
H (-2.883217, -1.379062, 0.268341)
O (1.112120, -1.727669, 2.685676)
H (0.753642, -0.843301, 2.610697)
H (0.766466, -2.192159, 1.923433)
O (-3.334351, 0.018766, 1.627923)
H (-3.968491, 0.724676, 1.502257)
H (-2.605592, 0.430641, 2.092145)
O (1.039053, -2.815483, -1.935249)
H (0.545143, -2.004175, -2.053867)
H (1.928795, -2.527194, -1.731580)
O (2.542894, 2.408414, 1.828604)
H (2.054457, 2.136219, 1.051702)
H (2.042052, 3.143850, 2.181497)
O (-0.957452, -1.088085, -3.090288)
H (-1.212427, -1.468118, -2.249582)
H (-1.735670, -0.615707, -3.386028)
O (2.405424, 1.796528, -1.395932)
H (2.332797, 1.396819, -2.262643)
H (1.814745, 2.549034, -1.428433)
O (0.180824, -0.230871, 0.248724)
H (0.323315, 0.531781, -0.311892)
H (-0.724232, -0.490107, 0.075757)
O (3.371196, -1.243947, -1.087510)
H (3.722469, -2.022032, -0.654592)
H (2.990910, -0.725750, -0.378212)
O (-0.155101, 2.751145, 0.715399)
H (-0.370555, 2.737505, -0.217141)
H (-0.797721, 3.346282, 1.101501)
O (-1.158689, 0.994998, 2.924708)
H (-0.527273, 1.192819, 3.616387)
H (-0.732343, 1.288388, 2.119483)

Forces on the atoms, in the same order (eV/Å):
0.1 0.1 0.0
-0.1 -0.4 -0.1
0.0 0.3 -0.2
0.0 -0.5 0.6
0.4 0.1 -0.5
-0.3 0.1 -0.1
0.2 0.0 -0.5
-0.1 -0.4 -0.1
-0.4 0.7 0.6
0.4 0.3 0.8
0.0 0.2 -0.1
-0.1 -0.4 -0.5
-0.5 -0.4 -0.7
-0.2 0.1 -0.1
0.6 0.0 0.7
-0.4 -0.7 -0.2
0.3 0.2 -0.1
0.3 0.4 0.2
0.4 -0.1 0.3
-0.1 -0.1 -0.2
-0.1 0.1 0.0
0.3 0.4 -0.2
-0.5 -0.2 0.4
-0.2 0.0 -0.1
-0.1 -0.1 0.4
0.1 -0.3 -0.3
-0.1 0.3 0.0
0.2 0.1 0.1
0.2 0.3 -0.2
-0.3 -0.2 -0.1
0.0 -0.1 -0.5
0.2 -0.2 0.2
-0.2 0.2 0.3
0.2 0.0 0.6
-0.3 -0.2 -0.6
-0.1 0.2 0.2
-0.2 0.1 0.2
0.1 -0.1 0.3
0.5 0.2 -0.6

Atom charges from the natural (NBO) analysis, given in e for atoms 1 to 8: atom 1 (O): -0.96, atom 2 (H): 0.50, atom 3 (H): 0.49, atom 4 (O): -0.98, atom 5 (H): 0.50, atom 6 (H): 0.48, atom 7 (O): -1.00, atom 8 (H): 0.49